C22H18IN3O2Tl | ωB97M-V with the def2-TZVPD basis set

The geometry in ORCA input format:
```
! RIJCOSX wB97M-V def2-TZVPD def2/J DEFGRID3
* xyz 1 1
Tl 8.90 9.08 4.39
C 13.25 9.13 4.09
C 13.59 10.29 3.48
C 12.82 11.40 3.58
C 11.55 11.32 4.20
C 11.11 10.02 4.64
C 12.01 8.98 4.78
C 10.70 12.50 4.35
C 11.39 13.74 4.44
C 10.70 14.93 4.43
C 9.29 14.91 4.26
C 8.53 16.07 4.36
C 7.14 15.99 4.53
C 6.55 14.73 4.57
C 7.25 13.54 4.44
C 8.68 13.62 4.40
N 9.38 12.44 4.40
H 13.98 8.26 4.08
H 14.58 10.41 2.99
H 13.16 12.39 3.17
H 11.76 8.11 5.37
H 12.50 13.77 4.53
H 11.16 15.92 4.60
H 9.02 17.07 4.43
H 6.55 16.88 4.59
H 5.47 14.66 4.63
H 6.74 12.57 4.52
N 6.27 8.62 5.14
C 6.12 7.16 5.36
C 7.47 6.39 5.20
O 7.35 5.16 4.90
O 8.60 6.99 5.42
H 6.31 9.17 5.98
H 5.54 9.05 4.58
H 5.45 6.74 4.57
H 5.72 6.94 6.35
I 10.96 12.43 10.13
C 10.39 10.54 9.42
C 9.90 9.49 10.20
C 9.48 8.30 9.62
C 9.53 8.18 8.22
N 10.03 9.15 7.46
C 10.48 10.29 8.03
H 9.80 9.61 11.29
H 8.99 7.52 10.19
H 9.09 7.35 7.64
H 10.82 11.02 7.35
*
```

Computed properties:
F_max in eV Å⁻¹: 4.22
DFT total energy in hartree: -1633.7260
Gap between HOMO and LUMO (spin up / spin down) in eV: 5.036 / 4.910
ΔE to the lowest compared entry with this formula, charge and spin in kJ/mol: 0.00